Formula: CBr2OS
Source: OMol25
Level of theory: ωB97M-V/def2-TZVPD

Geometry as XYZ:
```
5
Properties=species:S:1:pos:R:3:forces:R:3
C -0.062705 -0.360818 -0.290650 -3.922 1.325 10.014
O -0.636637 -0.221891 1.040261 3.520 -0.966 -8.487
S 0.650728 0.943467 -1.065880 0.550 0.135 -1.236
Br 0.018139 -2.008984 -1.057445 0.024 -0.580 -0.600
Br 0.565551 2.574094 0.308804 -0.173 0.086 0.309
```
Positions in Å, forces in eV/Å.

Calculated values
Lowest unoccupied orbital energy: -0.96 eV
Energy relative to the best compared isomer or geometry (same formula, charge and spin): 37.1 kcal/mol
Calculated total energy: -154002.6645 eV
Strongest force on any atom: 0.211 Eh/bohr

Formula: CBr3IS
Source: OMol25
Level of theory: ωB97M-V/def2-TZVPD

Geometry as XYZ:
```
6
Properties=species:S:1:pos:R:3:forces:R:3
C -0.563474 -0.113794 -0.001042 -0.338 0.809 -0.685
S -0.218860 0.414339 1.446016 -0.212 0.297 0.147
Br 0.049626 -1.724874 -0.674253 0.131 -0.627 -0.340
Br -1.568450 0.879953 -1.382133 0.480 -0.464 0.878
Br 4.777680 -1.096654 -0.082376 -0.188 0.315 -0.042
I 3.612395 1.078496 -0.378562 0.127 -0.329 0.042
```
Positions in Å, forces in eV/Å.

Calculated values
Lowest unoccupied orbital energy: -1.76 eV
Energy relative to the best compared isomer or geometry (same formula, charge and spin): 1.7 kcal/mol
Calculated total energy: -230099.4697 eV
Strongest force on any atom: 0.022 Eh/bohr

Formula: CBr3O2S
Source: OMol25
Level of theory: ωB97M-V/def2-TZVPD

Geometry as XYZ:
```
7
Properties=species:S:1:pos:R:3:forces:R:3
C -1.922843 0.095546 -0.940186 0.013 0.214 -0.566
O 2.683083 0.016904 -0.287948 2.153 0.229 -1.701
O 1.718703 0.513460 1.895383 -0.329 -1.361 -2.344
S 1.613094 -0.213106 0.593566 -1.167 0.688 4.448
Br -0.125353 1.204981 -0.837646 -0.775 0.269 -0.296
Br -1.286326 -1.811017 -1.323345 -0.085 0.239 0.363
Br -2.680357 0.193232 0.900174 0.190 -0.277 0.095
```
Positions in Å, forces in eV/Å.

Calculated values
Lowest unoccupied orbital energy: 3.08 eV
Energy relative to the best compared isomer or geometry (same formula, charge and spin): 11.4 kcal/mol
Calculated total energy: -226094.5600 eV
Total charge: -1
Strongest force on any atom: 0.090 Eh/bohr